No. 1
# C36H99N3O15

A cluster of 12 separate species, C36H99N3O15 in total at a distorted geometry (ωB97M-V/def2-TZVPD, OMol25).

Its LUMO energy is 0.494 eV. As for the SMILES: COCCNCCOC.COCCNCCOC.COCCNCCOC.CCO.CCO.CCO.CCO.CCO.CCO.CCO.CCO.CCO. The calculation puts the relative energy (zero: lowest compared OMol25 entry of this formula, charge and spin) at 0.000 eV. The largest force on an atom is 0.0398 hartree/bohr. As for the net charge: 0. Its HOMO energy is -8.563 eV.

Each line ends with the Mulliken charge.
CARTESIAN COORDINATES (ANGSTROEM)
C  -3.1088  6.9206  8.3378  -0.729
O  -2.7463  5.5848  8.0127  -0.311
C  -3.8745  4.7196  7.9237  -0.534
C  -3.4703  3.4080  7.3520  -0.783
N  -2.9358  3.6058  6.0114  -0.162
C  -2.3765  2.3970  5.4064  -1.372
C  -1.8140  2.7557  4.0320  0.824
O  -0.6217  3.4655  4.2410  -0.483
C  0.1213  3.7323  3.0795  -0.092
H  -2.1883  7.4959  8.4031  0.230
H  -3.6210  6.9148  9.3036  0.289
H  -3.7716  7.3349  7.5748  0.313
H  -4.6529  5.1492  7.2868  0.331
H  -4.3074  4.5507  8.9156  0.445
H  -4.3373  2.7440  7.2919  0.351
H  -2.7874  2.8414  7.9993  0.354
H  -2.1728  4.2730  6.0026  0.251
H  -3.1921  1.6717  5.3806  0.418
H  -1.5905  2.0484  6.0855  0.585
H  -2.5396  3.3319  3.4495  -0.094
H  -1.6010  1.8445  3.4600  -0.412
H  1.0711  4.2333  3.2423  0.225
H  -0.4897  4.3547  2.4154  0.270
H  0.3113  2.8286  2.4878  -0.181
C  -0.4484  -2.9700  -0.6656  -0.182
O  -1.2572  -4.0887  -0.9984  -0.489
C  -1.6440  -4.1093  -2.3685  0.545
C  -2.5417  -5.2769  -2.6629  -1.127
N  -1.8859  -6.5788  -2.5021  -0.392
C  -1.1027  -6.9611  -3.6704  -0.363
C  -0.2475  -8.1747  -3.3073  -0.786
O  0.6084  -7.7508  -2.2619  -0.242
C  1.7062  -8.6233  -1.9893  -0.774
H  -0.9358  -2.0088  -0.8530  -0.149
H  0.4742  -2.9623  -1.2533  0.385
H  -0.2217  -3.0926  0.3914  0.125
H  -0.7862  -4.0989  -3.0477  0.385
H  -2.1862  -3.1712  -2.5288  -0.130
H  -2.9060  -5.2335  -3.6931  0.399
H  -3.4841  -5.2230  -2.1109  0.294
H  -1.2395  -6.5226  -1.7239  0.340
H  -0.4295  -6.1418  -3.9435  0.247
H  -1.7183  -7.2551  -4.5222  0.398
H  0.3088  -8.5575  -4.1703  0.463
H  -0.8519  -9.0282  -2.9831  0.352
H  2.2890  -8.6500  -2.9134  0.309
H  1.3419  -9.6308  -1.7738  0.294
H  2.2554  -8.2218  -1.1428  0.215
C  1.5667  -2.6233  -10.2857  -0.749
O  2.6454  -2.1737  -9.4843  -0.298
C  2.8397  -0.7698  -9.5422  -0.629
C  3.8949  -0.4154  -8.5452  -0.548
N  3.3142  -0.3110  -7.1932  -0.318
C  4.3421  0.1275  -6.2572  -0.761
C  3.7862  0.4710  -4.8678  -0.518
O  3.6667  -0.7636  -4.2043  -0.386
C  3.1280  -0.5820  -2.9138  -0.464
H  1.2601  -3.6257  -9.9880  0.257
H  1.8589  -2.6339  -11.3386  0.285
H  0.6529  -2.0331  -10.1719  0.305
H  1.9293  -0.1865  -9.3841  0.349
H  3.1986  -0.5993  -10.5655  0.395
H  4.2685  0.5503  -8.8932  0.393
H  4.7052  -1.1479  -8.5067  0.319
H  2.9485  -1.2199  -6.9385  0.227
H  4.8397  1.0135  -6.6584  0.459
H  5.1558  -0.5851  -6.0791  0.322
H  2.8270  0.9803  -5.0097  0.264
H  4.4364  1.1486  -4.3046  0.395
H  3.1532  -1.5257  -2.3694  0.360
H  2.0871  -0.2426  -2.8850  0.160
H  3.6927  0.1625  -2.3432  0.144
C  4.9031  4.1673  1.7877  -1.530
C  3.4204  4.0037  1.5028  0.725
O  3.1290  4.0867  0.1087  -0.550
H  5.1559  3.8783  2.8098  0.368
H  5.2718  5.1683  1.5791  0.370
H  5.4074  3.3793  1.2233  0.308
H  2.8760  4.8317  1.9667  0.288
H  3.0137  3.0482  1.8435  -0.206
H  2.2345  4.4377  0.0360  0.275
C  4.7160  0.4491  2.0004  -0.668
C  5.0044  -0.0985  0.6136  -0.436
O  4.3455  -1.3309  0.4651  -0.480
H  3.6722  0.7141  2.1643  0.218
H  5.2878  1.3717  2.1285  0.200
H  5.0583  -0.2409  2.7702  0.219
H  6.0766  -0.1954  0.4212  0.441
H  4.6378  0.6111  -0.1305  0.147
H  4.7372  -1.9835  1.0528  0.295
C  -5.2465  -1.8437  0.6461  -1.106
C  -4.1840  -2.2619  -0.3786  0.871
O  -4.5481  -1.9004  -1.7031  -0.603
H  -6.2385  -2.2075  0.3764  0.411
H  -5.2376  -0.7557  0.6882  0.130
H  -4.9890  -2.2904  1.6070  0.283
H  -3.9885  -3.3350  -0.3221  0.238
H  -3.2564  -1.7370  -0.1444  -0.547
H  -5.1685  -2.5781  -1.9888  0.327
C  -0.8403  4.3590  -1.1168  -0.162
C  -0.1615  5.7029  -1.1077  -0.651
O  0.6953  5.7897  0.0112  -0.478
H  -0.0953  3.5624  -1.1002  0.101
H  -1.5829  4.1585  -1.8851  0.367
H  -1.3640  4.3200  -0.1556  -0.159
H  -0.8704  6.5334  -1.1485  0.389
H  0.4728  5.7840  -1.9980  0.371
H  1.2802  6.5491  -0.0456  0.256
C  -1.6213  1.6168  -3.0307  -0.710
C  -2.7373  0.8015  -2.4520  0.310
O  -2.5162  -0.5393  -2.8475  -0.604
H  -1.6105  1.4459  -4.1064  0.450
H  -0.6996  1.2758  -2.5599  -0.006
H  -1.8398  2.6729  -2.8633  0.041
H  -3.7176  1.1334  -2.8157  0.495
H  -2.8478  0.8402  -1.3637  -0.276
H  -3.2264  -1.0995  -2.4938  0.133
C  -0.3740  0.8640  0.6001  1.680
C  1.0541  0.4783  0.3077  0.377
O  1.5714  -0.5250  1.1771  0.103
H  -0.4465  1.1880  1.6385  -0.538
H  -0.8679  -0.0835  0.3656  -0.900
H  -0.8423  1.6311  -0.0138  -0.333
H  1.6683  1.3875  0.3282  0.173
H  1.2433  0.0273  -0.6718  -0.115
H  2.4931  -0.6834  0.9370  -0.152
C  3.3427  -1.6402  5.0611  -1.007
C  2.5852  -2.7438  4.3266  0.556
O  3.3308  -3.9518  4.4013  -0.602
H  2.7763  -0.7132  4.9593  0.276
H  4.2988  -1.4576  4.5716  0.188
H  3.5367  -1.8655  6.1078  0.360
H  2.4680  -2.5867  3.2496  -0.140
H  1.5877  -2.8972  4.7456  0.104
H  2.9938  -4.5476  3.7290  0.322
C  -3.8314  2.1194  0.9230  -0.092
C  -4.2232  3.3481  1.7222  -0.922
O  -4.8639  3.0092  2.9165  -0.546
H  -3.2419  1.4174  1.5110  0.110
H  -3.3392  2.3967  -0.0083  -0.020
H  -4.7683  1.6623  0.5921  0.334
H  -4.8250  4.0101  1.0911  0.459
H  -3.2759  3.8698  1.9086  0.466
H  -4.9226  3.8089  3.4475  0.362
C  -2.1445  -2.0485  4.1781  -1.259
C  -1.1634  -1.9231  3.0402  1.016
O  -0.0729  -1.1266  3.4851  -0.453
H  -2.3690  -1.0884  4.6440  0.147
H  -1.7764  -2.6748  4.9922  0.356
H  -3.0748  -2.4978  3.8244  0.353
H  -1.6324  -1.5023  2.1460  -0.515
H  -0.6998  -2.8859  2.7974  0.292
H  0.3979  -0.9600  2.6529  -0.099

No. 2
# C5H12NO2

A cluster of 2 separate species, C5H12NO2 in total (ωB97M-V/def2-TZVPD, OMol25).

Its LUMO energy (spin up / spin down) is 0.821 / -1.567 eV. The calculation puts the relative energy (zero: lowest compared OMol25 entry of this formula, charge and spin) at 1.971 eV. The largest force on an atom is 0.0189 hartree/bohr. As for the net charge: 0. Its multiplicity is 2. Its HOMO energy (spin up / spin down) is -8.802 / -8.794 eV.

Each line ends with the Mulliken charge.
CARTESIAN COORDINATES (ANGSTROEM)
C  0.5351  1.1303  1.8713  -0.850
C  1.1722  -0.0316  1.8101  0.749
O  2.5032  -0.0452  1.4129  -0.532
C  0.6374  -1.3641  2.2623  -1.221
H  -0.5359  1.1304  2.0033  0.277
H  1.0560  2.0579  1.6759  0.286
H  2.6541  -0.8940  0.9851  0.316
H  -0.0103  -1.2518  3.1260  0.308
H  0.0828  -1.8181  1.4387  0.256
H  1.4687  -2.0220  2.5187  0.420
C  -1.4357  1.3227  -2.4341  -0.811
N  -0.9355  -0.0521  -2.5289  -0.400
C  -0.3220  -0.5318  -1.3048  -0.249
O  -1.0857  -0.5073  -0.1852  -0.340
H  -1.9581  1.5101  -1.4928  0.299
H  -2.1087  1.4998  -3.2701  0.337
H  -0.5995  2.0158  -2.5250  0.270
H  -1.7114  -0.6761  -2.7318  0.267
H  0.5666  0.0745  -1.0929  0.297
H  0.0265  -1.5474  -1.5387  0.322

No. 3
# C6H10O

A cluster of 2 separate species, C6H10O in total (ωB97M-V/def2-TZVPD, OMol25).

Its LUMO energy (spin up / spin down) is -0.784 / -0.785 eV. The calculation puts the relative energy (zero: lowest compared OMol25 entry of this formula, charge and spin) at 5.170 eV. The largest force on an atom is 0.0101 hartree/bohr. As for the net charge: 0. Its HOMO energy (spin up / spin down) is -9.386 / -9.379 eV.

Each line ends with the Mulliken charge.
CARTESIAN COORDINATES (ANGSTROEM)
O  -1.9469  1.4743  -0.5433  -0.498
C  -1.4873  0.7159  -1.3650  0.012
C  -0.9856  -0.6785  -1.0653  -0.756
C  -0.7099  -0.8958  0.4275  -0.335
C  0.7566  -0.9770  0.7485  -0.232
C  1.4940  1.2317  -0.9948  -0.493
C  1.3744  -0.2990  1.7213  -0.792
H  -1.4496  1.0027  -2.4357  0.360
H  -1.7419  -1.3769  -1.4497  0.400
H  -0.0834  -0.8236  -1.6669  0.399
H  -1.1851  -1.8260  0.7644  0.269
H  -1.1719  -0.0788  0.9930  0.333
H  1.3264  -1.7212  0.1878  0.302
H  2.5796  1.0013  -0.9411  0.241
H  1.4151  2.1733  -0.4070  0.239
H  2.4132  -0.4937  1.9771  0.282
H  0.8355  0.4061  2.3513  0.269